--- w ---
ORCA calculation (ωB97M-V/def2-TZVPD) on a 12-piece molecular cluster, C30H84N6O12 overall.

Geometry as ORCA input:
```
! wB97M-V def2-TZVPD RIJCOSX def2/J DEFGRID3
* xyz 0 1
O 6.53386 -1.34986 -3.14284
O -2.03239 6.57032 -1.63483
O -1.95883 -1.54061 -3.75355
O 2.52611 6.40920 0.61143
O -1.21976 -4.09348 3.78932
O -3.11865 -3.54585 -2.21796
O -2.92516 0.26009 4.03993
O 0.92060 -0.03935 1.72689
O 2.61046 -2.38019 1.71802
O -6.51232 1.32337 -0.19571
O 1.49273 2.16097 3.17651
O 4.44620 -3.44112 -3.73878
N 3.03122 1.36261 4.50034
N 2.51280 4.72278 2.15924
N -2.96339 -2.74014 3.93403
N -1.05507 -1.92257 3.33957
N 1.61445 2.63879 5.35495
N 2.11193 4.25531 0.20867
C 7.20633 -2.76535 -1.33029
C -1.70729 -2.99239 3.67631
C -4.20257 6.04079 -0.78573
C -2.70283 6.21928 -0.40602
C 2.28451 -3.69333 1.42907
C 3.78219 -2.98908 -4.80874
C 6.57435 -1.44841 -1.72099
C -0.80940 1.12116 0.40552
C 1.46192 -3.64905 0.10924
C 0.30863 -0.01118 0.43572
C 2.42547 5.22915 0.96494
C -1.95865 4.98594 0.12371
C -5.10231 -2.48690 -1.52931
C -2.85434 -1.77786 -0.50261
C 4.68950 -3.01578 -6.02217
C 5.10086 -1.27122 -1.18334
C -0.15305 -3.15361 -3.45809
C -1.58652 1.20712 5.82799
C -5.93921 3.27648 1.19626
C 3.17561 -1.65833 -4.39827
C 3.56634 -4.51797 1.27763
C -4.27375 1.61591 0.49197
C -0.97552 -2.31706 -5.81253
C 1.28786 0.07178 -0.69971
C -3.70278 -2.92229 -1.04247
C -0.68551 -2.01119 -4.29024
C -1.93347 1.24400 4.26682
C -2.29424 2.62098 3.72467
C 2.00773 2.06932 4.25436
C -5.53619 2.36062 0.02967
H 1.83900 -1.81019 1.75729
H -3.25368 -1.77511 4.00149
H 7.43680 -1.44964 -3.45321
H -3.45812 2.26569 0.80916
H 1.66597 -4.12351 2.21676
H -6.37592 2.66712 1.98751
H 4.37923 -2.00201 -1.54845
H -4.37367 5.65418 -1.79040
H -1.29047 0.19367 6.09883
H 0.85245 -0.14229 -1.67578
H 2.55977 -1.25959 -5.20441
H -3.57256 -3.51014 4.17089
H -0.13792 -2.81890 -6.29695
H 5.02185 -1.36954 -0.10067
H -2.17902 2.68216 2.64252
H -2.43314 1.53383 6.43181
H 4.18744 -4.58472 2.17087
H -6.26156 0.54799 0.31173
H 1.07713 0.84992 2.05292
H 4.00713 -0.98401 -4.19345
H -5.13863 3.87063 1.63690
H 2.18134 3.36587 0.68216
H -1.24310 1.30758 -0.57696
H 3.53208 0.89061 3.76111
H 2.60080 -1.76985 -3.47890
H -1.79485 4.20940 -0.62346
H -1.68733 -3.14094 -5.76115
H 1.88891 0.97711 -0.78458
H 3.49558 1.56779 5.37347
H 1.92354 -2.98414 -0.62076
H 2.12265 2.56521 6.22467
H -1.59818 0.82233 1.09592
H 1.42170 -4.63179 -0.36055
H -2.88438 -2.82529 -2.80747
H 6.56578 -3.60951 -1.58563
H -5.41073 2.84327 -0.93956
H 5.24824 -3.93915 -6.17480
H -1.60461 3.42845 3.97067
H -0.91178 -3.92857 -3.34916
H -1.53644 -1.04114 3.23246
H 0.80245 3.22318 5.21621
H -4.64273 7.03644 -0.73064
H 8.04805 -2.90118 -2.00939
H -6.63492 3.98697 0.74984
H 5.02048 -2.69193 -3.56404
H 2.12020 3.84367 2.46443
H -4.98729 -1.73185 -2.30699
H -0.70180 1.79843 6.06406
H -2.62155 6.99010 0.36036
H 0.67246 -3.66160 -3.95668
H -3.82848 0.94644 -0.24400
H -0.49748 2.08261 0.81345
H -4.56011 5.27781 -0.09426
H -1.94969 -0.58383 -3.83154
H -3.83478 -3.63331 -0.22691
H 4.14892 -2.83253 -6.95077
H -3.42042 -1.34827 0.32389
H -3.68952 0.53730 4.55033
H 5.53395 -2.33291 -5.92892
H -1.93906 -2.15105 -0.04316
H 3.23739 -5.55697 1.25807
H 2.59644 5.44959 2.85555
H 4.14258 -4.28505 0.38220
H -1.04754 0.87033 3.75340
H -1.46922 -1.50526 -6.34672
H 2.13399 4.33811 -0.79769
H -2.43797 4.71046 1.06310
H -0.08475 -1.98666 3.06670
H 4.73125 -0.27027 -1.40599
H -5.74192 -2.00562 -0.78947
H 0.24505 -2.79184 -2.51008
H -0.25101 -0.92666 0.24388
H 7.44998 -2.89943 -0.27638
H 0.02588 -1.19334 -4.17564
H -4.43492 0.93393 1.32686
H -2.64304 7.07815 -2.17412
H 7.15573 -0.60304 -1.35296
H -5.70145 -3.29909 -1.94098
H 0.47120 -3.21208 0.23432
H -3.28850 2.98933 3.97740
H 2.08182 -0.67466 -0.72367
H 2.98397 -3.71610 -4.95841
H -2.57147 -1.04889 -1.26200
H -0.95195 5.17600 0.49591
*
```

Values from the calculation:
Highest occupied orbital energy = -9.3 eV
Orbital gap = 9.21 eV
Structure (SMILES) = NC(N)=O.NC(N)=O.NC(N)=O.CC(C)O.CC(C)O.CC(C)O.CC(C)O.CC(C)O.CC(C)O.CC(C)O.CC(C)O.CC(C)O

Atomic partial charges in e from the Mulliken method, atoms 1 to 8:
1. O -0.531
2. O -0.567
3. O -0.616
4. O -0.721
5. O -0.740
6. O -0.553
7. O -0.540
8. O -0.070

=====

--- x ---
ORCA calculation (ωB97M-V/def2-TZVPD) on a 9-piece molecular cluster, C30H84N6O12 overall.

Geometry as ORCA input:
```
! wB97M-V def2-TZVPD RIJCOSX def2/J DEFGRID3
* xyz 0 1
O 15.23705 17.46364 1.70031
O 21.68097 15.75286 -5.04211
O 17.24644 17.20573 -0.49646
O 17.65333 16.68633 -5.45652
O 11.88982 14.46359 -9.36298
O 13.09939 12.08757 -6.38933
O 16.97177 13.30710 -2.75136
O 16.23788 16.57585 -11.68758
O 18.13882 15.89126 -2.92573
O 13.34162 15.08292 -2.37276
O 15.29160 15.34296 -4.15719
O 15.13336 20.77753 -7.58051
N 10.65357 13.66194 -6.88340
N 13.11885 10.26114 -9.60735
N 12.82398 19.64922 -5.86890
N 23.63118 12.98824 -3.64972
N 18.04956 14.35233 -10.37857
N 10.55161 17.34812 -2.95740
C 18.87052 14.79798 -2.40644
C 11.90803 17.06680 -2.44549
C 18.35281 13.51907 -2.99230
C 15.17588 20.38331 -6.21541
C 11.59078 15.56636 -5.74563
C 22.27212 14.50782 -5.07605
C 11.42065 10.15418 -7.93107
C 12.33141 15.02692 -8.15058
C 13.86336 20.65990 -5.52727
C 16.32781 20.51292 -8.30299
C 17.42951 15.52963 -9.81417
C 12.16389 17.97345 -1.24934
C 13.94096 12.43390 -5.30056
C 18.37017 15.93309 -8.77412
C 12.90040 14.70694 -10.34478
C 16.11992 17.60946 -12.69310
C 15.25964 16.46643 -5.05752
C 12.01094 15.53492 -2.12711
C 15.90991 16.90435 -0.65522
C 16.40002 16.35942 -6.11436
C 24.48894 15.23679 -4.00754
C 12.55924 11.00126 -8.48231
C 13.65056 11.36608 -7.44224
C 11.20869 14.98174 -7.08323
C 23.22428 14.36092 -3.84640
C 15.26876 16.41702 0.68931
C 17.33648 16.71697 -10.82353
C 21.11501 16.12136 -6.27690
C 13.63654 13.78866 -1.75162
C 13.96617 20.45653 -3.97347
H 12.80393 14.15820 -11.28279
H 16.43945 15.37474 -6.58273
H 15.88696 21.05563 -5.72880
H 22.74010 14.70594 -2.93199
H 14.51594 15.38871 -3.58304
H 14.11429 10.45435 -7.05823
H 13.15819 14.40670 -7.79637
H 12.49524 15.03568 -5.44265
H 18.76860 14.72550 -1.32191
H 14.31639 15.91669 0.50713
H 13.32832 9.32032 -9.30261
H 15.48643 18.34680 -12.19789
H 15.90258 15.61691 1.07623
H 11.26716 17.93852 -0.62917
H 17.54978 16.24944 -4.60437
H 14.24574 11.50324 -4.81779
H 13.46303 13.09980 -4.58381
H 13.92911 14.60491 -10.00042
H 19.35932 16.19659 -9.14930
H 12.55922 19.69036 -6.84583
H 12.99277 13.00750 -2.15651
H 19.92392 14.97705 -2.62628
H 12.61705 15.68263 -10.74528
H 11.90028 16.60235 -5.89571
H 13.98359 10.71241 -9.87512
H 18.52628 13.72517 -4.05261
H 24.58976 13.05141 -3.33058
H 25.01068 15.24764 -3.05061
H 17.39120 14.05724 -11.08885
H 12.62602 17.36491 -3.21251
H 10.96988 10.68042 -7.08887
H 22.86433 14.37104 -5.98391
H 18.93118 14.48395 -10.85502
H 23.81751 12.56317 -4.55016
H 18.42402 15.10707 -8.06428
H 12.28798 19.01792 -1.53752
H 14.88125 12.88698 -5.61979
H 14.41801 11.98045 -7.91911
H 20.48300 16.98933 -6.09184
H 16.46317 15.22164 -9.41475
H 15.32911 17.42391 -4.53938
H 10.55503 13.32209 -7.83227
H 21.97839 16.40835 -6.87994
H 16.41940 19.42781 -8.37036
H 13.52082 21.67491 -5.73229
H 10.50325 16.83082 -3.82495
H 16.36566 21.05088 -9.24882
H 15.38793 17.84439 -0.84752
H 18.03204 16.76137 -8.15000
H 18.29793 16.83008 -11.32862
H 13.48132 13.86753 -0.67437
H 18.91001 12.59512 -2.84218
H 25.17330 14.76839 -4.71632
H 11.70702 9.16234 -7.57847
H 16.19030 17.05654 -6.92627
H 17.83088 16.36721 -2.14917
H 17.09954 18.01644 -12.94449
H 21.48865 13.75019 -5.00415
H 17.30702 18.04244 -0.02923
H 15.58400 19.37303 -6.15392
H 17.12545 17.66201 -10.31641
H 24.15308 16.19778 -4.39713
H 15.72684 16.21602 -1.47975
H 14.67545 13.46670 -1.81908
H 12.63976 16.07215 -8.21851
H 13.02715 20.62041 -3.44458
H 13.03148 17.72927 -0.63651
H 11.75860 15.35308 -1.08153
H 10.36679 15.50831 -7.53849
H 16.49780 14.10526 -3.00848
H 11.46377 13.15318 -6.54484
H 11.35843 14.96569 -2.79040
H 12.09500 11.94515 -8.77069
H 10.63360 10.00597 -8.67037
H 11.99020 20.07524 -5.48208
H 14.26561 19.42439 -3.79043
H 10.84979 15.54600 -4.94940
H 14.68367 21.12580 -3.49726
H 20.50475 15.32271 -6.69999
H 14.27642 16.41374 -5.52762
H 15.61422 17.24905 -13.58788
H 10.59608 18.29564 -3.31138
H 15.19290 17.04078 2.56102
H 17.15155 20.89494 -7.69629
*
```

Values from the calculation:
Highest occupied orbital energy = -9.0 eV
Orbital gap = 9.47 eV
Structure (SMILES) = COC[C@H](C)N.COC[C@H](C)N.COC[C@H](C)N.COC[C@H](C)N.COC[C@H](C)N.COC[C@H](C)N.OCCO.OCCO.OCCO

Atomic partial charges in e from the Mulliken method, atoms 1 to 8:
1. O -0.559
2. O -0.322
3. O -0.600
4. O -0.365
5. O -0.500
6. O -0.349
7. O -0.593
8. O -0.266

=====

--- y ---
ORCA calculation (ωB97M-V/def2-TZVPD) on a 12-piece molecular cluster, C30H84N6O12 overall.

Geometry as ORCA input:
```
! wB97M-V def2-TZVPD RIJCOSX def2/J DEFGRID3
* xyz 0 1
O 3.62690 2.63295 -3.38137
O -0.72533 3.33847 -1.74842
O -1.00106 -3.64113 -2.47319
O 0.68658 2.63116 2.92397
O 1.07429 -2.94487 -4.22223
O 0.35304 1.70505 0.38339
O -2.11765 0.42108 6.53888
O 4.76787 0.70363 0.80003
O -6.21723 3.08604 -1.21994
O -5.15427 1.52767 -3.57743
O -0.31209 -4.02596 5.76271
O 4.50849 -4.86092 0.68179
N 2.03320 4.17583 3.95327
N 3.03012 1.94311 -1.28967
N 4.96393 1.23946 -2.17631
N 0.40713 4.85349 2.53611
N -0.96431 1.95108 5.25807
N -1.98868 0.20884 4.27210
C 3.26309 -2.94327 1.27899
C 3.91957 0.41145 3.08952
C -1.86282 -1.76834 -3.75322
C 4.89043 2.63820 2.22247
C -1.52318 4.10687 -3.86688
C 4.81356 -3.92396 2.92024
C -1.74305 0.84366 5.44982
C -7.03368 0.02541 -3.58326
C 1.04041 -3.54724 5.63969
C -1.53058 0.19338 -0.00315
C 1.85775 -1.97792 -2.12322
C -3.84158 3.28296 -0.95095
C 3.84367 1.97931 -2.36305
C -4.93809 -0.33068 -2.11637
C 1.01496 3.80740 3.13069
C 2.91168 -4.01807 -3.21264
C -2.21300 -2.96211 -2.89970
C -0.80429 1.71633 -3.49388
C 0.66125 -0.60524 1.05217
C 0.98217 -2.43367 4.60716
C 3.82801 -4.26460 1.79800
C 4.11421 1.32948 1.90483
C -5.16615 4.05361 -1.06962
C -0.54722 3.19443 -3.14666
C -3.08512 -4.04474 -3.56749
C -0.03961 0.38093 0.07789
C 1.92072 -4.76321 5.27063
C -5.19645 5.02348 -2.23443
C -5.53207 0.16968 -3.43061
C 2.22905 -2.66392 -3.42657
H -3.96683 -3.62238 -4.05117
H 2.14062 2.40666 -1.31473
H -4.55323 5.89656 -2.14489
H 4.96613 -4.86225 3.45775
H -0.16968 2.72669 -1.24656
H 3.15154 -4.52977 -4.14314
H 2.50576 -3.03923 0.49661
H 3.04281 -4.97055 2.06042
H 4.93273 3.24600 1.31806
H -1.39051 5.16907 -3.65264
H 0.43453 -3.36276 -3.62072
H -3.21879 -4.93557 -2.96159
H 5.72588 -3.52537 2.48007
H -4.90246 4.52931 -3.16510
H -1.70891 0.72427 3.45827
H 4.35497 3.26376 2.93498
H -5.03939 -0.33659 -4.27014
H 4.45183 -3.20464 3.65574
H 5.65946 0.49041 1.10218
H -3.86809 -0.12803 -2.08640
H 0.32986 0.08466 -0.90484
H 0.60343 -0.31103 2.10522
H 2.19500 -5.23778 6.21155
H -5.32789 4.57002 -0.11911
H 0.32079 -1.63710 0.97780
H 0.44998 -2.70679 3.69687
H -0.28397 -4.92456 6.10178
H -3.60807 2.64951 -1.80787
H 2.48396 3.39849 4.40686
H -1.69954 1.35356 -2.98069
H 0.47792 3.45095 -3.43437
H 5.14888 0.88703 -1.25032
H 0.57321 5.75854 2.93328
H 3.25638 1.35413 -0.50746
H 2.72683 -4.35247 4.66233
H 4.74358 -4.16724 0.06065
H -1.46838 -0.95771 -3.14255
H 3.14150 1.63952 1.51848
H -5.41215 0.24060 -1.31325
H 1.73461 -0.56577 0.85083
H -2.56149 3.78926 -3.79080
H 1.41039 -3.11040 6.57174
H -7.44802 0.54562 -4.44969
H -2.97621 3.94499 -0.87120
H -2.49486 -4.33949 -4.44257
H 0.37630 1.84896 1.34705
H 4.80279 -0.14991 3.39953
H -2.68677 -2.57122 -1.99430
H -2.05684 0.88426 -0.67117
H -2.74693 -1.36935 -4.25717
H 0.45800 -1.53837 4.95636
H -2.66999 -0.52631 4.21437
H -0.98557 1.58153 -4.56110
H 2.80537 -2.32010 2.04903
H -7.58125 0.53217 -2.78097
H 2.25737 5.12916 4.15153
H 5.89570 2.42468 2.58778
H -0.01526 1.05390 -3.13042
H 3.84115 -3.99299 -2.63403
H 2.24762 -4.66589 -2.63318
H 3.10450 -0.29845 2.92571
H 5.62467 1.16402 -2.92559
H -1.20719 4.11167 -4.91576
H -3.83282 2.67531 -0.04455
H -0.39539 2.12806 4.44580
H -6.24708 5.26751 -2.41394
H -7.35226 -1.01576 -3.66147
H 4.01014 -2.30653 0.79199
H 1.41116 -5.50342 4.65330
H -2.10027 0.32614 0.92201
H -5.45373 1.93902 -2.74979
H -0.40257 4.71538 1.95530
H 2.78721 -1.85260 -1.56240
H 3.52481 0.89515 3.98834
H -1.19726 -2.06025 -4.56578
H -5.14220 -1.39557 -1.98652
H 1.99531 -2.03260 4.49885
H -7.04461 3.57474 -1.28405
H 1.08294 -2.49920 -1.56209
H -1.14176 -3.91439 -1.56324
H -1.82496 -0.75545 -0.46204
H 1.50881 -0.96036 -2.31011
H -0.64139 2.34358 6.13021
H 2.92359 -2.01328 -3.95939
*
```

Values from the calculation:
Highest occupied orbital energy = -9.4 eV
Orbital gap = 9.37 eV
Structure (SMILES) = NC(N)=O.NC(N)=O.NC(N)=O.CC(C)O.CC(C)O.CC(C)O.CC(C)O.CC(C)O.CC(C)O.CC(C)O.CC(C)O.CC(C)O

Atomic partial charges in e from the Mulliken method, atoms 1 to 8:
1. O -0.721
2. O -0.530
3. O -0.636
4. O -0.778
5. O -0.561
6. O -0.107
7. O -0.670
8. O -0.485

=====

It is y that is most stable; the runner-up trails by 2.838 eV.